1.
13
Properties=species:S:1:pos:R:3:lowdin_charge:R:1 method="wB97M-V/def2-TZVPD" gap_ha=0.35202 relative_energy_kj_mol=230.58 charge=+1 largest_force_ev_per_a=3.540
H 1.879 -0.707 -1.434 0.206
H -1.335 -0.601 0.363 0.112
N -0.070 0.060 -1.153 0.076
H -0.109 -0.022 -2.165 0.175
H 1.859 -1.574 2.597 -0.046
H -2.930 1.006 0.275 0.105
H -1.925 2.209 -0.684 0.084
N 1.346 -0.348 0.632 -0.366
C 1.055 -0.434 -0.643 -0.147
C -1.175 0.215 -0.274 -0.200
H 0.807 0.063 1.320 0.067
S 2.597 -1.072 1.486 0.846
C -2.001 1.205 -0.318 0.087

2.
17
Properties=species:S:1:pos:R:3:lowdin_charge:R:1 method="wB97M-V/def2-TZVPD" gap_ha=0.32958 relative_energy_kj_mol=251.87 largest_force_ev_per_a=4.135
H -0.947 0.085 -3.573 0.087
H 0.641 -4.370 4.342 0.053
H -0.012 1.362 -3.408 0.003
C -0.011 1.315 -0.744 -0.339
H 1.819 1.657 -1.335 0.065
C -0.995 0.891 -1.659 -0.133
H -0.289 -0.329 0.703 0.046
C -0.942 1.094 -3.129 -0.134
N 1.016 2.206 -1.182 0.069
O 0.246 -4.707 5.172 -0.051
C 0.321 0.482 0.491 -0.048
H 1.308 0.111 0.332 0.072
H -1.640 1.854 -3.605 0.103
H 0.377 -4.127 5.885 -0.002
H -1.440 -0.109 -1.438 0.100
H 0.744 2.356 -2.135 0.043
H 0.122 1.038 1.372 0.065

3.
41
Properties=species:S:1:pos:R:3:lowdin_charge:R:1 method="wB97M-V/def2-TZVPD" gap_ha=0.32675 relative_energy_kj_mol=1389.93 largest_force_ev_per_a=13.561
C -3.786 1.760 0.066 -0.183
H -2.502 -1.996 -1.167 0.140
C -1.980 -0.520 0.162 -0.232
H -3.145 2.476 0.200 0.056
C -0.440 -1.105 -0.119 -0.416
C -3.554 1.103 -1.324 -0.304
H -4.642 -0.931 2.070 0.163
N 0.542 -0.023 0.227 0.114
O 2.497 1.795 0.134 0.044
C 6.106 -0.798 -0.071 -0.094
H -3.817 1.385 2.174 0.077
H -2.762 -2.325 0.725 0.108
H -1.553 1.350 1.219 0.123
C -2.079 0.595 -1.308 0.021
C -4.434 -0.013 -1.370 -0.156
C -2.818 -1.733 -0.131 -0.118
H -3.692 1.734 -1.960 0.046
O 5.136 1.039 0.121 0.031
O -0.211 -2.186 -0.036 0.173
H -4.246 -0.634 -2.472 0.174
H 6.684 -1.650 -0.032 0.092
H 4.219 -2.154 0.278 0.110
C -4.727 -0.243 0.970 -0.050
H -1.369 1.536 -1.139 0.148
C 6.311 0.351 -0.376 -0.079
C -4.270 -1.245 -0.345 -0.163
H -5.555 0.227 -1.330 0.139
H -2.167 -0.301 2.319 0.169
H -5.000 -1.867 -0.242 0.054
H 0.334 0.990 0.103 0.117
H -5.701 0.014 0.959 0.034
C 4.636 -1.218 0.022 0.089
C 2.918 0.609 0.073 -0.489
H -1.782 0.018 -2.046 0.036
C -2.232 0.450 1.361 -0.068
N 1.989 -0.264 0.211 0.091
H 1.991 -1.311 0.138 0.167
H -4.811 2.348 0.010 0.176
C 4.120 -0.009 -0.031 -0.196
C -3.727 1.040 1.267 -0.272
H 7.168 0.957 -0.298 0.126

4.
64
Properties=species:S:1:pos:R:3:lowdin_charge:R:1 method="wB97M-V/def2-TZVPD" gap_ha=0.32982 relative_energy_kj_mol=156.99 largest_force_ev_per_a=0.840
H 3.635 -0.502 -1.308 0.117
H -4.059 2.787 0.111 0.123
C 6.688 -2.315 -0.608 -0.084
C -4.135 -4.920 -0.638 -0.094
C 6.298 -1.616 1.649 -0.085
H -1.924 3.855 0.750 0.114
C 1.581 5.038 -0.146 -0.150
O -3.857 -3.854 0.235 -0.086
C -5.247 -2.355 -1.103 -0.029
H 4.978 -3.023 -1.677 0.113
H 3.589 4.136 -0.478 0.093
H -3.779 -4.713 -1.653 0.095
C -4.419 -2.637 -0.024 -0.268
C 2.190 -1.437 0.000 -0.184
N 2.264 1.564 -0.554 0.156
H -2.039 3.721 -1.008 0.119
C -4.220 0.749 1.695 -0.148
H -5.206 -5.148 -0.669 0.095
N 0.368 4.529 -0.057 0.080
H 1.124 -1.676 -0.019 0.120
C -4.115 -1.628 0.889 0.030
C -1.821 0.644 1.313 -0.192
C 2.529 4.036 -0.363 -0.014
H 3.172 1.407 -0.139 0.154
H -0.558 2.220 2.054 0.129
C 1.786 2.870 -0.408 -0.240
H -3.182 1.533 -0.800 0.128
N -3.012 1.468 1.317 -0.154
N 0.491 3.215 -0.214 -0.043
C -0.585 1.533 1.206 -0.104
C 7.168 -1.808 0.588 -0.095
C -0.657 2.343 -0.091 -0.265
H -1.787 0.084 2.250 0.123
C 2.561 -0.700 -1.291 -0.102
H -3.478 -1.877 1.724 0.123
C -3.134 2.206 0.074 -0.188
H 0.313 0.913 1.225 0.100
C 5.346 -2.625 -0.742 -0.054
C -4.621 -0.349 0.738 -0.212
O 0.814 0.745 -2.098 0.078
H 2.375 -0.789 0.860 0.106
C -5.454 -0.079 -0.344 -0.060
H 6.667 -1.225 2.586 0.102
H -5.868 0.910 -0.471 0.108
C -5.760 -1.076 -1.250 -0.075
H 4.284 -1.783 2.345 0.114
H -4.048 0.328 2.690 0.123
H 2.833 -3.373 -0.700 0.116
H -0.659 1.661 -0.949 0.131
H 8.215 -1.566 0.694 0.100
C 4.465 -2.436 0.315 -0.254
H -5.502 -3.112 -1.827 0.100
H 7.361 -2.470 -1.438 0.102
C 1.785 0.598 -1.390 -0.475
H 1.732 6.095 -0.055 0.096
C 2.999 -2.730 0.166 -0.155
H -3.597 -5.778 -0.238 0.092
H -6.408 -0.862 -2.087 0.105
C 4.958 -1.928 1.511 -0.047
H 2.302 -1.316 -2.152 0.129
H -5.024 1.487 1.769 0.123
H 2.638 -3.254 1.054 0.119
H -1.818 -0.078 0.476 0.128
C -1.948 3.153 -0.083 -0.127